# 1
A 2-piece molecular cluster, C2H8NOS overall at a distorted geometry, computed with the ωB97M-V functional and the def2-TZVPD basis.

## Properties
Charge: +1
DFT total energy (a.u.): -608.7530
Frontier orbital gap (spin up / spin down) (eV): 9.9 / 6.8
Lowest unoccupied orbital energy (spin up / spin down) (eV): -5.03 / -7.13

```
13
Properties=species:S:1:pos:R:3:forces:R:3:nbo_charge:R:1
H -2.2815 -0.7209 0.4858 -0.4898 0.5032 -0.1946 0.27
H 1.3181 0.9168 -2.7648 -1.1404 -1.3728 -0.7992 0.38
H 1.9288 0.8114 1.7418 -0.9046 -0.1088 0.6960 0.28
H -1.2930 -1.0058 1.9851 0.0150 1.1778 -1.2267 0.29
H -0.6022 -1.1900 0.3809 0.0483 -0.8468 -0.3747 0.23
C 1.2882 0.5465 0.9055 -2.0560 -2.3993 -0.7044 -0.71
C -1.3094 -0.5891 0.9187 0.9752 -0.5700 1.2718 -0.78
H 1.2896 -0.5716 0.5883 0.4446 2.0258 0.8091 0.24
N 0.4087 0.3684 -2.6912 2.5869 2.8111 1.3313 -0.22
H 0.3558 -0.6008 -2.8653 -0.1104 -1.4799 -0.5511 0.37
S -0.5344 1.0258 0.6380 0.8157 -0.8348 1.4785 0.75
O -0.3063 0.8714 -1.7950 -1.5699 0.1435 0.1374 -0.33
H 1.5925 1.1478 0.1226 1.3854 0.9511 -1.8735 0.22
```
Forces are in eV/Å.



# 2
One molecule with the formula C6H8N2O at a distorted geometry, computed with the ωB97M-V functional and the def2-TZVPD basis.

## Properties
Charge: 0
DFT total energy (a.u.): -418.0310
Frontier orbital gap (eV): 8.9
Lowest unoccupied orbital energy (eV): 0.79

```
17
Properties=species:S:1:pos:R:3:forces:R:3:nbo_charge:R:1
O 2.7739 -0.1614 -1.2318 -1.3836 -0.9328 1.2930 -0.53
H -1.7462 -1.8155 -0.5605 -0.3975 3.8835 1.4662 0.23
H -3.3301 -0.2853 1.1826 -4.3528 -1.4424 1.9912 0.21
C 1.6700 -1.2359 0.6973 -9.2406 9.6144 -3.4280 -0.67
H 0.1729 -0.4858 -2.0450 0.7531 0.5269 0.4218 0.41
H -1.9127 1.9538 1.8243 -1.7091 6.8107 5.9900 0.18
C -1.7166 -0.6291 -0.1159 1.6128 -1.5688 -0.4420 -0.32
C -2.4746 0.0869 0.8932 3.5628 0.3766 -2.1105 -0.27
C 1.7566 -0.4527 -0.6225 -0.4749 0.2126 -1.3345 0.71
C -0.5740 0.1557 -0.3253 -2.7075 -0.1243 1.3493 0.27
H 0.0486 2.1421 0.3910 -2.5189 -2.9546 0.3121 0.43
H 1.2162 -0.6074 1.5498 -0.2531 -0.8236 -1.5924 0.23
N -0.6735 1.2815 0.4703 2.1984 1.8868 -0.5607 -0.53
C -1.8382 1.2390 1.2509 2.6280 -6.9480 -6.9362 -0.06
H 2.4733 -1.2646 1.0253 14.0122 -0.5038 4.8685 0.20
H 1.3717 -2.1227 0.7562 -3.5313 -7.2651 -0.4641 0.22
N 0.4699 -0.0254 -1.1753 1.8021 -0.7481 -0.8236 -0.69
```
Forces are in eV/Å.



# 3
A 2-piece molecular cluster, C11H15N overall at a distorted geometry, computed with the ωB97M-V functional and the def2-TZVPD basis.

## Properties
Charge: +1
DFT total energy (a.u.): -482.5052
Frontier orbital gap (spin up / spin down) (eV): 9.3 / 5.5
Expectation value of S²: 0.771
Lowest unoccupied orbital energy (spin up / spin down) (eV): -3.66 / -7.38
Spin multiplicity: 2

```
27
Properties=species:S:1:pos:R:3:forces:R:3:lowdin_spin:R:1
C -0.7061 1.5919 0.4029 -2.2534 -3.1118 -0.0180 0.22
H -2.0489 3.1826 0.9645 0.0774 -0.5051 -0.8716 0.02
C -1.6431 2.2245 1.3563 0.5113 3.0126 1.2984 0.04
H 1.3779 -0.5504 -2.9550 -0.3146 0.5307 -0.1269 0.00
C 0.4260 -0.3241 -2.4715 -1.3718 0.6919 1.3318 0.08
H 2.0777 0.0605 2.0059 0.5374 -0.4149 -0.2001 0.00
C -0.9701 0.5864 -0.7654 0.4234 4.1506 3.5442 0.00
C 0.2699 0.5525 -1.3466 0.5375 -3.9145 -4.5902 0.01
H 1.4216 -1.5306 0.0514 0.1687 -0.6428 0.2841 0.00
H 0.0186 -1.4635 0.8952 -3.7575 1.8661 0.5374 0.00
C 0.9804 -1.6898 1.0479 5.7795 0.0495 1.0829 0.00
H 1.7614 -1.1305 3.0931 -1.1378 -0.7800 2.9894 0.00
N 1.2802 1.1727 -0.6792 -2.6748 0.9468 5.1683 0.16
H 3.0212 -1.4833 2.0195 0.3452 -0.1065 -0.3809 0.00
C 2.0526 -1.0332 2.1282 -1.9630 0.9876 -3.8001 0.00
H -0.7390 -1.3656 -3.8762 0.0658 -1.3999 -1.0322 0.01
H -1.1416 2.8376 2.2554 -0.7252 -2.3658 -1.4251 0.00
C -1.9094 -1.2156 -2.0117 2.6259 0.5392 -0.8812 -0.01
H -2.5727 1.7095 1.5942 0.3862 -0.4487 0.2611 0.01
H -2.9117 -0.3790 -0.3776 0.3382 0.5139 0.1956 0.00
H 1.3443 1.9179 1.3729 -0.9988 -0.2347 -0.3231 0.01
C -0.7411 -1.0528 -2.8763 -0.5629 0.8262 2.2959 0.14
H -2.4968 -2.1306 -2.0020 -0.3992 0.5695 -0.7324 0.00
C -2.0221 -0.2831 -0.9977 -0.7964 -1.0775 -0.2664 0.09
H 0.9696 -2.7092 1.3405 0.1725 -1.2264 -0.3398 0.00
C 0.6478 1.5013 0.6207 4.3305 1.7371 -3.8598 0.21
H 2.2535 1.0038 -0.7894 0.6561 -0.1931 -0.1411 0.00
```
Forces are in eV/Å.



# 4
C27H32BN9O2PTi as an isolated structure, computed with the ωB97M-V functional and the def2-TZVPD basis.

## Properties
Charge: +2
DFT total energy (a.u.): -2906.7675
Frontier orbital gap (spin up / spin down) (eV): 7.8 / 7.8
Expectation value of S²: 0.753
Lowest unoccupied orbital energy (spin up / spin down) (eV): -6.77 / -6.80
Spin multiplicity: 2

```
73
Properties=species:S:1:pos:R:3:forces:R:3:lowdin_spin:R:1
H 1.0555 4.6822 0.2748 0.0035 0.0136 -0.0229 0.00
C -0.8207 -4.0438 0.7169 -0.0269 0.0421 0.0187 0.00
N 0.1013 -0.4390 2.5919 -0.1851 0.0656 -0.2514 0.00
H -1.5167 -4.7007 1.2114 0.0087 -0.0157 -0.0056 0.00
N 1.8888 1.4202 1.5509 -0.1257 -0.2065 0.0820 0.00
C -0.6522 5.0319 3.1838 -0.0355 0.0939 -0.0250 0.00
C 0.0178 2.0187 -3.5511 -0.0067 -0.0610 -0.0329 0.00
C 0.2086 -4.3116 -0.1679 0.0026 0.0080 -0.0166 0.00
C 0.0551 1.6630 -2.2170 -0.0727 -0.0581 -0.0379 0.00
C 0.7461 -3.0654 -0.4457 0.0360 0.0219 -0.0088 0.00
C 0.7097 -0.1328 3.7511 0.0183 0.0138 0.0062 0.00
N -1.8717 0.0403 0.3768 0.1556 0.0836 -0.0928 0.00
C -1.1495 2.9070 2.1529 0.0455 0.0650 0.0322 0.00
H -0.0442 1.2545 -5.5612 0.0014 -0.0132 -0.0020 0.00
C -0.0617 2.6606 -1.1544 -0.1174 0.0890 -0.0351 0.02
B -1.8072 -1.9593 1.8776 -0.1270 0.0088 0.0039 0.00
C -3.8706 -0.7617 0.8382 0.0047 -0.0171 0.0142 0.00
H -1.9838 3.5307 3.9974 0.0112 0.0283 0.0077 0.00
H -0.0801 -1.1252 -4.7864 -0.0024 0.0148 -0.0165 0.00
H 3.0193 2.9982 4.0127 0.0138 0.0062 0.0030 0.00
H 3.9634 -0.4030 1.6538 -0.0042 -0.0037 -0.0058 0.00
H -4.5756 -1.4300 1.3043 -0.0111 0.0060 -0.0051 0.00
H 0.5179 -5.2687 -0.5480 0.0073 0.0025 -0.0046 0.00
C 0.0217 -0.5776 -2.7214 -0.0165 0.0320 0.0039 0.00
C 3.6522 1.2304 -1.0663 0.0055 0.0393 -0.0056 0.00
C -0.0116 1.0090 -4.5084 -0.0037 0.0501 -0.0099 0.00
C -4.0628 0.3085 -0.0211 0.0086 0.0009 -0.0068 0.00
Ti 0.2979 0.0883 0.4506 0.3218 -0.3523 0.4012 0.95
C -2.7841 0.7732 -0.2813 0.0078 -0.0215 0.0293 0.00
H -1.6627 1.9544 2.1687 -0.0061 0.0105 -0.0152 0.00
N -0.8737 -2.7263 0.9276 0.0205 -0.0699 -0.0113 0.00
H 4.3940 -1.1182 -2.2711 -0.0037 0.0158 0.0011 0.00
C 0.2007 5.3390 2.1249 -0.0441 0.0043 -0.0170 0.00
H -2.5722 -2.7072 2.4041 -0.0009 0.0109 0.0059 0.00
H 1.5615 -2.8182 -1.0981 0.0164 -0.0256 -0.0074 0.00
H 1.5824 0.4903 3.7665 -0.0059 0.0082 0.0224 0.00
C 0.3707 4.4501 1.0814 -0.0452 -0.0588 0.0271 0.00
H 3.4989 2.0239 -0.3405 0.0057 0.0057 -0.0001 0.00
C -0.7435 6.0716 4.2786 0.0724 -0.1116 0.0656 0.00
H 3.1037 4.0962 2.6200 0.0108 0.0048 0.0140 0.00
H 3.7161 -2.0216 0.9990 -0.0004 0.0030 -0.0001 0.00
H -1.7184 -2.0723 4.6938 0.0052 -0.0066 0.0026 0.00
C 3.3657 -1.3546 -1.9932 0.0578 -0.0174 -0.0194 0.00
N -0.9364 -1.2535 2.9299 0.0904 -0.0499 0.0338 0.00
N 0.0806 0.3802 -1.7999 0.0404 -0.0059 0.0654 0.00
N 0.0946 -2.0981 0.2169 -0.0414 0.3375 0.0062 0.00
H -0.0085 3.0613 -3.8383 0.0039 0.0068 0.0201 0.00
H 0.3387 -0.6811 5.8655 0.0132 0.0083 -0.0034 0.00
C 3.3034 3.0815 2.9636 -0.0555 -0.0172 -0.0094 0.00
H 4.7222 1.1068 -1.2388 -0.0006 -0.0080 0.0007 0.00
H -2.4850 1.5984 -0.9040 -0.0310 0.0026 -0.0016 0.00
N -2.5624 -0.9016 1.0583 0.0716 0.0050 -0.0161 0.00
H 3.1921 1.5329 -2.0095 -0.0053 -0.0073 0.0046 0.00
P 2.9098 -0.3510 -0.5329 -0.2260 0.0297 -0.0076 0.00
H 2.7229 -1.1190 -2.8417 -0.0046 -0.0171 0.0034 0.00
C -0.9645 -1.4432 4.2501 -0.0084 0.0237 -0.0191 0.00
C 0.0769 -0.7356 4.8240 0.0024 -0.0052 -0.0112 0.00
H 4.3634 2.8556 2.8535 0.0028 0.0021 0.0027 0.00
H 3.3242 -2.4235 -1.7974 -0.0011 -0.0082 0.0204 0.00
H 5.0571 -1.0252 0.4012 -0.0028 0.0023 -0.0160 0.00
C -1.3252 3.8180 3.1864 -0.0202 -0.1161 0.0219 0.00
C 2.5149 2.1497 2.1748 0.0457 0.0578 -0.1071 0.01
C -0.3135 3.2361 1.0973 0.0526 -0.0162 -0.0846 0.00
N -0.1206 2.2732 0.0561 -0.0029 0.0059 0.0079 0.00
C -0.0269 -0.3049 -4.0845 -0.0002 -0.0472 0.0321 0.00
H -2.2439 5.1536 5.0746 -0.0335 0.0107 -0.0248 0.00
H 0.0036 -1.5950 -2.3560 -0.0037 0.0006 -0.0181 0.00
O 0.0044 7.0029 4.3015 0.0123 0.0273 -0.0074 0.00
H -0.2021 3.7029 -1.4363 0.0776 0.0338 0.0334 0.00
O -1.6596 5.9006 5.2409 -0.0082 0.0287 -0.0134 0.00
H 0.7237 6.2859 2.1484 0.0000 0.0009 -0.0040 0.00
H -4.9944 0.6900 -0.3988 -0.0033 -0.0011 0.0009 0.00
C 4.0234 -1.0051 0.7485 0.0359 0.0065 0.0052 0.00
```
Forces are in eV/Å.



# 5
A 2-piece molecular cluster, C10H16O overall at a distorted geometry, computed with the ωB97M-V functional and the def2-TZVPD basis.

## Properties
Charge: 0
DFT total energy (a.u.): -465.8330
Frontier orbital gap (eV): 9.4
Lowest unoccupied orbital energy (eV): 0.80

```
27
Properties=species:S:1:pos:R:3:forces:R:3:nbo_charge:R:1
C -0.2897 -1.2848 1.6845 0.0053 -0.0690 1.3482 -0.27
H 0.4868 1.9891 0.6258 0.1366 -0.1538 0.4539 0.21
C 2.6790 1.8345 0.9436 -1.5937 1.5830 1.5021 -0.62
H 2.0425 -1.9776 -0.6295 0.2923 0.2428 0.0282 0.22
H -2.4158 1.2566 -0.8318 0.2695 -0.2166 1.3474 0.22
C -3.0523 -0.4331 -1.8355 -0.7970 -0.1416 -1.1986 -0.60
H -1.5249 0.9535 -2.1210 0.9498 -0.7578 0.3085 0.22
C 0.2907 -0.7455 -0.9017 -0.2365 -0.6045 -0.3459 -0.20
C -1.1118 -0.4055 0.9889 -0.4054 -1.5342 -1.1455 -0.20
C 1.4320 2.1586 0.1153 -0.1420 -0.4423 -0.9593 -0.61
H 1.3261 3.1580 -0.3076 0.5793 0.2224 0.2020 0.20
H 2.5004 0.9007 1.4759 0.6417 -0.4024 -0.5483 0.22
H -0.4355 -1.4321 2.7489 -0.1424 -0.0481 0.0431 0.21
H -3.3493 -1.3112 -1.2801 -0.0083 -0.0961 0.4707 0.21
H 1.3917 1.4814 -0.7423 0.0149 0.1231 0.0036 0.20
H 0.4714 -0.4647 -1.9322 0.3447 -0.2459 -0.0464 0.21
C 0.7952 -1.9452 1.1107 0.1200 1.5672 -0.9780 0.28
H -2.9008 -0.7830 -2.8684 0.5996 -0.1158 0.3184 0.20
H -3.9422 0.1954 -1.9930 0.1395 -0.0786 0.4793 0.21
H 1.2951 -3.5259 2.1875 -0.6346 -0.1907 0.1883 0.49
C -1.8989 0.3889 -1.2433 -1.5551 1.2659 -1.8909 -0.45
O 1.6651 -2.7478 1.7841 0.7082 0.1059 0.0992 -0.69
H 3.6080 1.9894 0.4255 0.3379 -0.6058 -0.3376 0.21
H 2.7063 2.5548 1.7852 0.1307 -0.0982 -0.2851 0.20
C 1.1837 -1.5176 -0.1657 -0.9378 -0.8413 -0.1112 -0.24
C -0.9377 -0.3475 -0.3936 0.8969 1.6322 0.5205 -0.03
H -2.0151 0.0605 1.3696 0.2857 -0.0998 0.5333 0.22
```
Forces are in eV/Å.



# 6
One molecule with the formula C3H6N2O at a distorted geometry, computed with the ωB97M-V functional and the def2-TZVPD basis.

## Properties
Charge: 0
DFT total energy (a.u.): -302.4867
Frontier orbital gap (spin up / spin down) (eV): 8.1 / 8.1
Lowest unoccupied orbital energy (spin up / spin down) (eV): 0.35 / 0.36

```
12
Properties=species:S:1:pos:R:3:forces:R:3:nbo_charge:R:1
H 0.1675 -2.4045 0.1212 -1.0213 -0.6703 -0.4986 0.40
C 0.9927 0.1579 0.1131 -0.6727 -0.3900 0.6646 -0.50
N -0.6997 -1.8747 0.0426 -0.5997 -1.1001 -0.9891 -0.82
C -0.3554 -0.5785 0.0967 0.9168 2.7340 0.5966 0.29
H 1.5899 -0.0165 -0.6983 1.5028 -1.3216 -2.4707 0.22
H 0.7184 2.2226 0.8709 -0.4672 -0.7815 -2.0059 0.21
O -2.3807 0.5498 0.0388 -0.3591 -0.2692 0.1281 -0.47
H -1.4932 -2.1294 -0.6261 1.8724 0.1823 1.2962 0.42
H 1.6670 0.0187 0.9440 -0.1838 -0.2223 0.7167 0.21
N -1.1742 0.4350 0.2330 1.6757 1.9123 -0.7603 0.09
C 0.5587 1.5632 -0.0661 -3.0847 0.7101 1.9935 -0.26
H 0.4090 2.0563 -1.0696 0.4208 -0.7839 1.3289 0.22
```
Forces are in eV/Å.



# 7
One molecule with the formula C2H4F2N2S at a distorted geometry, computed with the ωB97M-V functional and the def2-TZVPD basis.

## Properties
Charge: 0
DFT total energy (a.u.): -785.9830
Frontier orbital gap (eV): 10.1
Lowest unoccupied orbital energy (eV): 0.60

```
11
Properties=species:S:1:pos:R:3:forces:R:3:nbo_charge:R:1
F 1.0584 0.7886 1.7326 -0.2600 -0.9427 -0.2309 -0.36
H -0.0794 -2.2313 0.6128 -1.2002 1.1634 -2.4452 0.36
H 2.1886 -0.0876 0.4361 0.1075 -0.5548 -0.4167 0.16
F 1.4167 -1.4328 1.7182 -0.3090 0.7488 -0.5813 -0.32
C 1.2476 -0.3416 0.9141 0.1406 1.6285 0.6742 0.51
H -0.0659 1.5857 -0.0997 -0.4684 -1.6181 -1.2306 0.41
H -2.8316 1.3294 -1.3063 2.7869 -0.8816 -0.6232 0.10
N -0.3804 0.7351 -0.6559 2.1217 0.8710 2.7959 -0.81
N -0.5424 -1.5830 -0.1609 0.8061 -2.0823 2.0635 -0.60
S -1.4235 1.0069 -1.8934 -2.8742 0.4344 -0.0629 0.23
C 0.0437 -0.4872 -0.0288 -0.8509 1.2334 0.0571 0.34
```
Forces are in eV/Å.



Values of energy above the lowest of the compared OMol25 structures with the same formula, charge and spin, in order: 504.8 399.7 344.5 23.4 170.2 541.8 162.2, all in kJ/mol.